The following is a DFT calculation (ωB97M-V/def2-TZVPD) of a molecular structure, C38H41Cl2N11O4STl.

Structure (ORCA input):
```
! RIJCOSX wB97M-V def2-TZVPD def2/J DEFGRID3
* xyz -1 1
Tl -1.2652 0.3881 0.2708
H 2.2139 -0.8792 -3.6000
H -0.9981 -3.0377 0.7063
H 2.1350 3.1955 3.3252
H 1.0674 -1.8824 -5.4882
H -0.7337 3.0172 -3.3596
C -3.3716 5.1780 3.6979
C 1.4912 -1.0768 2.0485
C 2.1169 1.8967 0.1179
C 1.8160 1.3372 4.3431
H -2.1749 -5.2382 0.7651
H -1.0038 -1.2924 5.3638
H -5.3694 4.2273 1.1544
H -1.3268 -2.8724 -3.7545
N -2.2384 -2.2181 -0.6802
H -0.6192 -5.6312 -1.1232
H 0.9261 0.1702 -1.8355
H -4.1404 -5.5644 -0.7434
C 1.7799 -1.8739 -3.4570
C -1.6117 -1.4905 3.2792
H -4.8627 -3.6729 -2.1859
H 5.6087 4.9122 0.6615
H 2.8002 2.2926 -2.4224
H 1.6397 -4.5453 -5.6218
C 0.1095 2.5444 3.1740
H -4.8901 6.1978 2.5909
H 0.1264 -2.6089 -2.2261
C -2.5038 -4.4514 0.1048
C -4.6118 4.1815 1.9192
C -3.3155 -2.3615 -1.4522
H 1.2045 -0.5122 5.2338
H 5.9566 5.0943 -1.7745
C 5.0058 4.3229 -0.0144
C -1.8571 -3.2276 0.0834
C -0.6135 -1.0533 -3.4998
C 1.4216 2.4287 3.5896
S -1.6049 3.8866 -0.0876
H 0.0334 -3.9352 -5.1804
H 4.5559 3.7740 -3.3148
C 2.7374 -1.4845 2.5024
C -0.0102 -4.8866 -2.8993
C 3.8359 -0.6988 2.1778
H 3.8707 3.4202 1.5543
O -0.6864 0.1321 -3.7076
H 2.4749 -2.4521 -2.8416
H 1.0459 -5.8140 -1.4013
C 0.8967 0.3509 4.6566
C -0.4325 0.4530 4.2710
C -0.8273 1.5812 3.5338
H -1.9070 -4.6337 -2.6800
N -3.7294 -1.2618 -2.1323
H 4.8315 -0.9769 2.5030
C 4.0276 3.4882 0.4888
H -0.2033 3.3808 2.5654
C 2.3467 0.7833 1.0027
C -1.3981 -0.6401 4.5842
C 1.6666 -2.5250 -4.8410
Cl -4.2603 1.6683 1.0676
C -0.6413 3.3764 -1.3750
H -2.3680 -0.2416 4.8882
O -2.2675 -0.9151 2.3773
O -1.4726 -1.9032 -4.0314
C -2.8547 2.8852 3.0250
N 1.1162 -4.6574 -3.6232
C 3.2268 2.7401 -0.3715
N -1.1324 -4.3994 -3.2888
H -2.0087 3.9512 -2.7251
C -4.3439 5.2776 2.7211
C 4.4095 3.6897 -2.2462
H -3.1733 6.0006 4.3677
H 1.9888 -5.0548 -3.3165
H 2.8436 1.2373 4.6699
C -4.0178 -3.5776 -1.5215
C -2.6594 4.0049 3.8539
N -1.0390 3.6794 -2.6607
H -4.2598 -1.3766 -2.9794
H -2.5812 0.8476 2.7999
H 4.4770 1.0637 1.1468
H 2.6791 -2.5373 -5.2564
C 5.1998 4.4293 -1.3811
H 1.4674 -1.0946 -0.9213
C 3.4252 2.8590 -1.7459
Cl -1.5483 3.9396 5.1830
H 2.8378 -2.3900 3.0817
N 0.8870 2.0732 -0.2779
C -3.8896 3.0189 2.0777
N 0.5640 2.8683 -1.2581
N 0.1293 -5.6969 -1.7989
C 1.0828 -3.9582 -4.8842
C 0.4874 -1.6602 -2.6285
N 0.7167 -0.7692 -1.5151
C 3.6430 0.4402 1.4282
N -2.1669 1.7170 3.1522
H -3.1113 -0.4655 -2.0846
N 1.2941 0.0041 1.3189
H 0.6143 -1.6690 2.2654
O -1.1220 -2.6175 3.2469
C -3.6072 -4.6237 -0.7249
*
```

The value obtained for the total energy is -3867.1987 Eh. Its HOMO energy is -4.12 eV. The calculation puts the relative energy (zero: lowest compared OMol25 entry of this formula, charge and spin) at 76.5 kJ/mol.